Record 1
Formula: C42H45N6O2P2S3V
Source: the OMol25 dataset
Level of theory: ωB97M-V/def2-TZVPD

Geometry (Å):
1 V -0.50 -0.91 0.82
2 S 1.73 -0.30 1.36
3 S -2.99 -0.89 -0.17
4 S 2.33 -0.60 -2.15
5 P 1.01 0.80 -1.74
6 P -1.98 0.43 -1.28
7 O 5.19 -1.87 6.96
8 O 6.88 -1.63 5.57
9 N -0.91 -2.97 2.07
10 N -2.36 1.88 4.21
11 N 1.45 -3.26 0.46
12 N -1.15 0.22 2.23
13 N -1.83 0.32 5.84
14 N -0.93 -3.21 -0.67
15 C 1.50 2.82 0.19
16 C 1.42 -3.89 -0.85
17 C -2.24 2.24 2.92
18 C -1.67 1.45 1.96
19 C 2.36 -0.88 4.01
20 C -1.81 0.69 4.50
21 C 0.12 2.94 -3.34
22 C 1.34 -4.08 1.65
23 C 3.06 2.69 -1.62
24 C 2.28 3.80 0.79
25 C 0.13 -3.50 -1.61
26 C 1.90 2.24 -1.00
27 C 3.83 3.68 -1.04
28 C 3.45 4.22 0.18
29 C 0.29 -3.56 2.66
30 C 0.54 1.61 -3.32
31 C 5.04 -1.24 3.38
32 C -0.37 0.42 -0.72
33 C -3.16 4.36 -0.60
34 C -1.86 -3.91 1.47
35 C 5.55 -1.64 5.83
36 C 4.63 -1.35 4.72
37 C 2.76 -0.76 2.67
38 C 4.13 -0.95 2.38
39 C -4.55 4.25 -0.63
40 C -0.19 3.56 -4.54
41 C 0.66 0.92 -4.52
42 C -2.36 -1.42 -4.91
43 C -2.38 3.24 -0.83
44 C -0.08 2.86 -5.73
45 C -5.14 3.03 -0.89
46 C 0.36 1.54 -5.72
47 C -2.97 2.00 -1.08
48 C -2.75 1.15 -3.92
49 C -2.80 -0.41 -5.76
50 C -2.13 -1.14 -3.57
51 C -2.34 0.14 -3.06
52 C -1.42 -4.36 0.07
53 C -2.99 0.87 -5.26
54 C -4.36 1.91 -1.11
55 C -1.20 -0.12 3.55
56 C 3.27 -1.17 5.00
57 H -2.20 -2.42 -5.29
58 H 0.07 3.49 -2.40
59 H 4.08 4.96 0.67
60 H -1.42 -2.49 2.81
61 H 4.73 4.03 -1.53
62 H -0.71 -1.03 3.87
63 H -1.87 -0.66 6.04
64 H -2.64 3.21 2.66
65 H 4.45 -0.85 1.35
66 H -1.30 3.31 -0.80
67 H -0.33 3.34 -6.67
68 H 1.08 -5.10 1.36
69 H 0.34 -2.58 -2.16
70 H -2.90 2.15 -3.55
71 H -2.26 -4.86 -0.42
72 H -2.99 -0.62 -6.80
73 H 1.51 -4.98 -0.75
74 H 2.27 -3.54 -1.44
75 H 2.29 -4.14 2.19
76 H -4.81 0.95 -1.30
77 H 3.38 2.23 -2.56
78 H -2.81 -3.38 1.37
79 H 0.77 -2.78 3.26
80 H -2.44 0.90 6.40
81 H 2.96 -1.24 6.04
82 H -0.62 -5.09 0.16
83 H -5.16 5.12 -0.43
84 H 2.18 -2.56 0.53
85 H 6.07 -1.40 3.09
86 H -6.22 2.94 -0.90
87 H -3.31 1.67 -5.92
88 H 1.02 -0.10 -4.50
89 H 0.59 2.48 0.67
90 H -0.13 -4.29 -2.33
91 H -2.70 5.32 -0.40
92 H -1.71 -2.74 -1.11
93 H 0.47 1.01 -6.65
94 H -1.78 -1.92 -2.91
95 H 1.98 4.22 1.74
96 H 1.32 -0.71 4.26
97 H 0.04 -4.39 3.33
98 H -1.61 1.78 0.95
99 H -2.02 -4.79 2.11
100 H 7.04 -1.36 4.66
101 H -0.50 4.60 -4.54

The energy is -134094.5877 eV. The calculation puts the LUMO energy (alpha / beta) at 2.2 / 2.2 eV. As for the multiplicity: 2. For the energy above the lowest of the compared OMol25 structures with the same formula, charge and spin, the calculation gives 12.64 kcal per mole. Its molecular weight is 875.0 g/mol. As for the total charge: -1. For the HOMO energy (alpha / beta), the calculation gives -3.087 / -3.230 eV.

Record 2
Formula: C42H46BrCsN8O2S
Source: the OMol25 dataset
Level of theory: ωB97M-V/def2-TZVPD

Geometry (Å):
1 Cs -0.42 -0.36 0.38
2 Br 3.07 -0.65 2.29
3 S 3.36 1.87 -0.77
4 O -1.00 -3.77 -3.02
5 O 0.05 -2.99 -0.96
6 N 2.37 -3.06 0.40
7 N -2.78 -1.37 1.75
8 N 1.78 4.03 -1.02
9 N 2.02 -4.01 -0.45
10 N -2.02 1.01 2.77
11 N -2.30 1.25 -2.11
12 N 3.38 4.02 -2.51
13 N -1.65 2.85 0.04
14 C 8.57 -0.01 3.00
15 C -3.95 -1.79 5.69
16 C -3.43 -0.98 -2.01
17 C -4.29 -0.64 -0.72
18 C 3.67 -2.92 0.64
19 C 7.59 -0.99 2.92
20 C -1.53 3.77 1.12
21 C 1.24 -7.19 -2.96
22 C -2.37 5.41 -2.67
23 C -4.63 -1.89 0.10
24 C 1.30 -6.32 -1.89
25 C -4.04 2.84 -2.60
26 C -2.84 2.44 -1.99
27 C -3.53 5.16 -3.43
28 C -2.89 -0.92 5.77
29 C -2.16 3.38 -1.09
30 C 7.24 1.37 1.49
31 C 6.25 0.38 1.38
32 C -0.88 3.20 2.41
33 C 0.53 -5.21 -1.83
34 C -3.47 -2.38 0.93
35 C -3.37 -0.97 2.84
36 C -3.07 0.24 -2.88
37 C -4.32 4.02 -3.34
38 C 4.26 -1.96 1.45
39 C 5.54 -1.98 1.86
40 C -0.39 -4.91 -2.88
41 C -1.88 4.70 -1.58
42 C -2.66 0.14 3.52
43 C 2.83 3.29 -1.46
44 C -4.64 -1.43 3.33
45 C 4.52 3.59 -3.28
46 C 6.41 -0.82 2.14
47 C 8.41 1.17 2.21
48 C -4.85 -1.90 4.59
49 C 2.68 5.22 -2.63
50 C 0.27 -7.03 -3.97
51 C -0.55 -5.93 -3.87
52 C 0.61 -4.22 -0.68
53 C 1.70 5.23 -1.69
54 C -2.55 0.14 4.92
55 C -1.81 2.31 3.26
56 H -2.81 2.82 3.37
57 H 9.57 -0.23 3.38
58 H 9.15 1.95 2.14
59 H -0.76 4.58 0.78
60 H 2.69 -4.73 -0.75
61 H 4.25 3.77 -4.29
62 H 1.97 -8.02 -2.98
63 H -5.48 -1.67 0.72
64 H -2.50 -1.52 -1.84
65 H -1.15 5.23 -0.93
66 H 5.33 4.18 -2.90
67 H 7.63 -1.98 3.44
68 H -5.28 4.03 -3.89
69 H 4.65 2.52 -3.04
70 H 1.11 3.68 -0.34
71 H -3.75 -3.28 1.55
72 H -0.48 -3.22 -1.92
73 H -4.75 2.04 -2.65
74 H 1.00 6.06 -1.40
75 H -4.18 -1.57 -2.63
76 H 2.93 5.84 -3.46
77 H -1.90 6.39 -2.84
78 H -3.66 0.02 -0.08
79 H -3.96 0.66 -3.31
80 H 6.09 -2.92 2.06
81 H 5.47 0.46 0.62
82 H -2.36 -0.96 6.71
83 H -1.91 0.92 5.49
84 H -5.35 -1.59 2.47
85 H 7.10 2.35 1.00
86 H 4.41 -3.70 0.29
87 H -5.74 -2.45 4.77
88 H -4.18 -2.53 6.48
89 H -2.51 -0.19 -3.76
90 H -5.21 -0.06 -1.08
91 H -0.09 2.41 2.15
92 H -3.74 5.75 -4.36
93 H 0.12 -7.82 -4.73
94 H -1.17 -5.65 -4.72
95 H 0.08 -4.67 0.23
96 H -0.50 4.07 3.00
97 H -4.94 -2.70 -0.54
98 H -2.39 4.35 1.39
99 H 1.99 -6.55 -1.06
100 H -1.43 2.21 4.35
101 H -2.72 -2.70 0.22

The energy is -141736.3971 eV. The calculation puts the LUMO energy at 3.4 eV. As for the multiplicity: 1. For the energy above the lowest of the compared OMol25 structures with the same formula, charge and spin, the calculation gives 6.51 kcal per mole. Its molecular weight is 939.8 g/mol. As for the total charge: -2. For the HOMO energy, the calculation gives -1.359 eV.